Entry from the OMol25 dataset: 11 unconnected molecules or ions with the total composition C22H72N5O11 (the ωB97M-V functional and the def2-TZVPD basis).

Geometry as XYZ:
```
110
C22H72N5O11, DFT the ωB97M-V functional and the def2-TZVPD basis
O -3.70 2.29 3.33
O -2.23 1.52 -1.43
O -4.74 1.89 0.18
O -3.52 3.62 -2.65
O 1.49 -0.49 3.34
O -2.72 4.81 0.10
O -3.28 -0.96 -1.59
O -2.30 1.34 -4.59
O -1.11 -2.61 -1.23
O 3.19 -2.03 -0.98
O 2.66 1.42 -4.78
N 2.09 4.06 -5.56
N 3.37 -3.89 -3.16
N -3.42 -2.73 0.70
N -5.70 0.14 3.16
N 3.74 -1.04 6.14
C 2.34 0.39 -3.89
C 0.20 1.60 -1.10
C 4.64 -5.44 -1.76
C -1.01 -3.20 0.03
C 2.67 -0.90 4.01
C -6.28 0.70 5.53
C -5.64 1.15 4.24
C 3.71 -0.75 -0.83
C -4.16 1.59 4.44
C 2.57 -0.46 5.45
C 3.62 -4.28 -1.77
C 0.14 -2.04 -1.69
C 3.49 3.66 -5.37
C -1.19 1.29 -0.53
C -2.35 -3.72 0.47
C -2.91 -4.81 -0.48
C 2.54 1.04 5.68
C 4.14 -3.07 -0.98
C 4.26 4.81 -4.72
C -2.31 2.64 3.44
C 3.57 2.42 -4.46
C 1.37 -0.72 1.94
H -0.61 -2.62 0.87
H 3.91 3.29 -6.30
H 4.29 5.73 -5.31
H -4.11 -3.36 1.09
H 3.84 5.19 -3.79
H 1.88 4.46 -6.46
H -7.36 0.61 5.44
H 0.82 -2.89 -1.74
H -1.32 1.80 0.44
H -1.71 1.74 3.58
H -3.24 -2.14 1.52
H 2.10 0.71 -2.88
H 0.45 2.65 -1.21
H -2.95 -4.48 -1.52
H 1.51 -0.14 -4.36
H 4.17 -3.80 -3.77
H 2.19 -0.18 1.47
H 0.25 1.12 -2.08
H 1.80 1.58 5.09
H -2.21 3.23 4.36
H 0.05 -1.73 -2.73
H -6.03 -0.35 5.78
H 3.60 -0.65 3.47
H 2.77 -1.99 3.94
H -2.76 4.15 -2.96
H -2.35 1.27 -3.63
H -0.31 -4.04 -0.05
H -2.23 -4.27 1.41
H 1.01 1.17 -0.50
H 1.48 -1.80 1.74
H -4.18 2.24 5.33
H -1.87 5.25 -0.04
H 3.51 2.89 -3.46
H 2.74 -3.12 -3.21
H -5.12 -0.66 3.44
H -3.94 -5.09 -0.28
H -2.95 -1.65 -0.95
H 4.71 -5.88 -0.77
H 5.30 4.53 -4.51
H 2.69 -4.73 -1.41
H -3.83 1.93 -0.17
H -4.77 2.58 0.85
H 1.73 -0.95 5.95
H 0.40 -0.49 1.53
H 4.44 -0.59 -0.03
H -3.55 0.73 4.72
H -4.04 3.27 -3.39
H 0.54 -1.30 -1.00
H -4.25 -0.92 -1.50
H -6.17 2.07 3.96
H 4.30 -3.37 0.06
H 4.34 -6.18 -2.49
H 5.63 -5.08 -2.05
H 4.61 2.07 -4.41
H -5.91 1.20 6.43
H 3.23 -0.25 -3.91
H 3.82 -2.04 6.04
H 2.25 1.36 6.68
H -2.25 -5.67 -0.42
H 1.86 4.74 -4.85
H -1.16 0.26 -0.14
H -2.11 3.21 2.54
H 4.61 -0.68 5.76
H -2.90 -0.05 -1.40
H 3.58 1.35 5.52
H -3.20 1.52 -4.89
H -2.48 3.89 0.29
H -3.12 2.87 -2.10
H 5.14 -2.81 -1.34
H 2.92 -0.01 -0.68
H 4.27 -0.40 -1.71
H -5.08 0.55 2.46
```

Output
Multiplicity: 1
Charge: +1
Energy above the lowest of the compared OMol25 structures with the same formula, charge and spin: 0.00 kcal per mole
Calculated total energy: -53942.6292 eV
LUMO: -0.120 Eh
HOMO level: -10.833 eV

Atomic partial charges in e from the Mulliken method, atoms 1 to 5: -0.16 -0.30 -0.72 -0.36 -0.31

***

Entry from the OMol25 dataset: 15 unconnected molecules or ions with the total composition C22H74N10O15 (the ωB97M-V functional and the def2-TZVPD basis).

Geometry as XYZ:
```
121
C22H74N10O15, DFT the ωB97M-V functional and the def2-TZVPD basis
O -9.14 12.85 -18.02
O -4.57 12.15 -16.39
O -7.13 14.06 -22.42
O -4.78 14.86 -15.34
O -10.36 8.25 -16.82
O -12.94 18.24 -19.41
O -11.44 9.39 -20.64
O -9.22 16.26 -14.69
O -9.77 12.54 -20.91
O -12.89 13.88 -20.55
O -12.91 14.45 -17.05
O -6.64 15.61 -18.05
O -12.22 12.88 -14.76
O -6.82 11.36 -19.85
O -12.76 11.11 -17.10
N -8.18 11.47 -22.32
N -6.92 12.22 -16.56
N -6.16 16.38 -14.15
N -10.16 12.05 -23.19
N -14.79 15.29 -15.82
N -13.60 11.05 -19.31
N -14.00 16.52 -17.36
N -7.16 14.73 -15.16
N -5.78 13.15 -18.17
N -11.60 11.96 -18.96
C -9.38 12.07 -22.15
C -15.22 14.24 -21.06
C -9.36 14.20 -17.99
C -9.97 13.09 -13.93
C -9.03 16.97 -13.49
C -13.88 15.42 -16.74
C -5.54 15.55 -21.55
C -9.31 8.70 -16.15
C -6.10 10.22 -19.59
C -9.55 8.70 -21.78
C -11.16 16.59 -19.39
C -10.11 9.17 -20.37
C -8.63 9.68 -17.18
C -11.91 17.63 -20.21
C -7.79 17.49 -17.51
C -5.77 12.50 -17.01
C -14.11 14.29 -19.97
C -6.59 14.51 -21.21
C -10.86 12.95 -15.16
C -6.89 16.87 -18.55
C -12.71 11.41 -18.43
C -6.05 15.36 -14.85
H -5.54 9.71 -20.38
H -8.66 17.90 -13.82
H -10.10 12.25 -13.30
H -9.17 12.57 -18.93
H -6.82 9.37 -19.29
H -7.51 16.88 -19.48
H -10.40 14.31 -18.29
H -6.26 15.71 -17.19
H -5.29 16.84 -13.97
H -9.89 9.46 -22.50
H -8.72 16.89 -17.22
H -7.32 17.59 -16.56
H -7.09 11.56 -15.76
H -8.49 16.54 -12.67
H -14.55 17.25 -16.79
H -14.82 14.48 -15.13
H -8.95 13.19 -14.19
H -7.57 13.20 -22.40
H -12.30 17.21 -21.12
H -10.88 13.78 -15.90
H -13.07 19.17 -19.53
H -13.60 11.27 -20.30
H -15.00 14.74 -22.01
H -10.04 16.45 -15.19
H -8.10 15.18 -14.94
H -10.03 17.27 -13.12
H -4.97 15.82 -20.71
H -15.62 15.93 -15.58
H -10.65 11.98 -15.70
H -14.38 10.42 -18.91
H -7.82 12.44 -16.98
H -8.26 18.32 -17.91
H -9.46 9.25 -15.15
H -11.24 8.68 -16.45
H -8.83 14.65 -18.79
H -10.29 13.98 -13.45
H -11.83 15.80 -18.98
H -5.41 10.41 -18.73
H -10.41 16.07 -19.99
H -8.50 8.59 -21.78
H -13.37 16.89 -18.10
H -7.36 14.95 -20.61
H -11.70 9.88 -19.86
H -6.13 13.73 -20.60
H -4.81 15.11 -22.20
H -10.93 12.18 -18.25
H -14.13 15.32 -19.72
H -5.87 16.51 -21.97
H -12.43 13.44 -19.84
H -9.89 8.55 -19.57
H -11.19 12.35 -23.05
H -5.90 17.27 -18.58
H -9.78 7.67 -22.07
H -4.83 13.50 -18.57
H -7.84 11.04 -23.19
H -10.63 17.15 -18.65
H -6.98 16.75 -13.68
H -16.18 14.61 -20.74
H -6.58 11.99 -19.12
H -8.61 9.45 -18.18
H -15.33 13.21 -21.35
H -6.47 13.94 -18.30
H -7.58 11.22 -21.56
H -9.13 14.69 -17.00
H -10.11 11.49 -24.02
H -14.33 13.60 -19.11
H -11.34 11.80 -19.91
H -12.80 13.06 -15.43
H -7.65 9.83 -16.79
H -8.50 7.92 -16.00
H -7.06 13.89 -15.75
H -11.19 18.33 -20.55
H -9.12 10.66 -17.09
H -9.72 10.20 -20.20
```

Output
Multiplicity: 1
Energy above the lowest of the compared OMol25 structures with the same formula, charge and spin: 46.74 kcal per mole
Calculated total energy: -69620.7635 eV
LUMO: -0.006 Eh
HOMO level: -7.936 eV

Atomic partial charges in e from the Mulliken method, atoms 1 to 5: 2.89 -0.80 -0.71 -0.69 -0.56